Formula: C25H29ClN4O3
Source: OMol25
Level of theory: wB97M-V/def2-TZVPD

Structure (XYZ):
```
62
Properties=species:S:1:pos:R:3:mulliken_charge:R:1
C -7.015 -0.273 -0.149 -1.54
C -5.650 0.267 0.143 0.68
C -5.352 1.601 -0.166 -0.82
C -4.111 2.135 0.088 -0.91
C -3.118 1.340 0.664 0.00
N -1.873 1.835 0.940 0.23
C -0.831 1.124 1.474 0.04
O 0.243 1.682 1.676 -0.83
C -1.111 -0.271 1.779 1.03
C 0.022 -1.104 2.328 -2.35
N 0.814 -1.742 1.300 0.39
C 0.293 -2.954 0.707 -1.38
C -0.476 -2.715 -0.598 -0.20
C 0.419 -2.193 -1.723 -1.36
N 0.760 -0.784 -1.591 0.76
C 1.966 -0.480 -2.352 -1.00
C 2.314 1.002 -2.238 -0.31
O 1.247 1.821 -2.664 -0.51
C 0.108 1.545 -1.890 -0.30
C -0.318 0.084 -2.029 -0.78
C 2.083 -1.361 0.926 0.34
O 2.819 -2.124 0.330 -0.69
N 2.429 -0.089 1.304 0.40
C 3.648 0.542 1.102 0.29
C 3.701 1.923 1.308 -0.49
C 4.885 2.611 1.142 -0.64
C 6.043 1.946 0.770 -0.59
C 5.982 0.578 0.572 0.10
Cl 7.415 -0.273 0.107 -0.24
C 4.809 -0.136 0.734 -0.58
C -2.345 -0.779 1.557 -0.34
C -3.394 -0.003 0.980 1.15
C -4.669 -0.517 0.710 -0.69
H -7.097 -1.314 0.154 0.35
H -7.771 0.305 0.381 0.36
H -7.230 -0.202 -1.214 0.34
H -6.117 2.218 -0.612 0.43
H -3.894 3.165 -0.154 0.43
H -1.681 2.807 0.724 0.29
H 0.666 -0.477 2.948 0.46
H -0.400 -1.892 2.966 0.57
H -0.358 -3.450 1.433 0.54
H 1.145 -3.606 0.498 0.50
H -0.896 -3.673 -0.915 0.49
H -1.303 -2.026 -0.426 -0.07
H 1.353 -2.758 -1.702 0.46
H -0.073 -2.383 -2.695 0.56
H 2.785 -1.073 -1.943 0.46
H 1.832 -0.734 -3.419 0.41
H 3.163 1.242 -2.879 0.37
H 2.569 1.241 -1.197 0.18
H -0.682 2.209 -2.251 0.39
H 0.326 1.763 -0.835 0.06
H -1.205 -0.096 -1.416 0.33
H -0.583 -0.109 -3.087 0.32
H 1.674 0.559 1.530 0.17
H 2.800 2.445 1.595 0.45
H 4.913 3.678 1.302 0.38
H 6.972 2.477 0.636 0.43
H 4.783 -1.199 0.568 0.65
H -2.560 -1.809 1.811 0.44
H -4.872 -1.549 0.956 0.38
```

The orbital gap is 7.68 eV. Its largest force on an atom is 0.8 eV/A. The spin multiplicity is 1. Its SMILES is Cc1ccc2[nH]c(=O)c(CN(CCCN3CCOCC3)C(=O)Nc3cccc(Cl)c3)cc2c1. The highest occupied orbital energy is -8.0 eV. The charge is 0. As for the energy above the lowest of the compared OMol25 structures with the same formula, charge and spin: 0.0 kcal/mol.